1.
Formula: C4H9O3
Source: OMol25
Level of theory: the ωB97M-V functional and the def2-TZVPD basis

Gap between HOMO and LUMO (alpha / beta) = 10.725 / 6.093 eV

```
! wB97M-V def2-TZVPD RIJCOSX def2/J DEFGRID3
* xyz 0 2
O -1.297 -0.657 0.485
C -0.578 -0.275 1.408
O 0.332 0.583 1.415
C -0.895 -0.894 2.825
H -1.117 -0.045 3.476
H -1.750 -1.564 2.694
H -0.015 -1.389 3.221
C -0.014 0.559 -1.754
O 0.300 1.569 -2.767
C 1.263 -0.181 -1.424
H -0.394 1.033 -0.832
H -0.714 -0.117 -2.256
H 0.034 2.473 -2.433
H 1.915 0.421 -0.752
H 1.066 -1.160 -0.961
H 1.863 -0.356 -2.345
*
```

---

2.
Formula: C10H20B2O4
Source: OMol25
Level of theory: the ωB97M-V functional and the def2-TZVPD basis

SMILES = CC1(C)COB(B2OCC(C)(C)CO2)OC1
Gap between HOMO and LUMO = 10.752 eV

```
! wB97M-V def2-TZVPD RIJCOSX def2/J DEFGRID3
* xyz 0 1
C -1.747 -4.523 0.513
C -1.335 -3.100 0.846
C -1.283 -2.942 2.351
C 0.048 -2.803 0.184
O 0.463 -1.485 0.291
B -0.511 -0.487 0.439
B -0.004 1.068 0.186
O 0.886 1.656 1.063
C 1.357 2.928 0.645
C 1.370 3.044 -0.894
C 1.799 4.448 -1.270
C 2.316 2.007 -1.456
C -0.053 2.781 -1.462
O -0.541 1.526 -1.003
O -1.905 -0.717 0.582
C -2.316 -2.035 0.275
H -1.931 -4.658 -0.570
H -0.997 -5.230 0.880
H -2.685 -4.747 0.989
H -2.285 -3.079 2.735
H -0.861 -1.958 2.634
H -0.634 -3.719 2.786
H -0.067 -3.014 -0.896
H 0.834 -3.454 0.659
H 2.375 3.054 1.026
H 0.700 3.648 1.108
H 1.798 4.628 -2.347
H 2.805 4.606 -0.941
H 1.171 5.200 -0.791
H 2.239 1.094 -0.872
H 3.342 2.356 -1.300
H 2.172 1.760 -2.512
H -0.779 3.561 -1.152
H -0.008 2.776 -2.572
H -2.406 -2.067 -0.826
H -3.329 -2.124 0.675
*
```

---

3.
Formula: C9H10N
Source: OMol25
Level of theory: the ωB97M-V functional and the def2-TZVPD basis

Gap between HOMO and LUMO = 8.956 eV

```
! wB97M-V def2-TZVPD RIJCOSX def2/J DEFGRID3
* xyz 1 1
C -2.899 -0.210 0.055
C -2.235 -1.452 0.092
C -2.292 1.028 0.136
C -0.883 -1.455 0.007
C -0.934 0.990 -0.019
C -0.242 -0.263 -0.089
C 1.322 1.334 -0.122
C 0.057 2.070 -0.146
C 2.496 -1.224 0.079
N 1.117 0.082 -0.146
H -3.923 -0.159 0.124
H -2.946 -2.299 0.008
H -2.960 1.938 -0.002
H -0.172 -2.260 0.146
H 2.307 1.693 -0.238
H 0.013 2.542 -1.190
H -0.079 2.867 0.468
H 2.293 -1.894 -0.734
H 2.156 -1.610 1.070
H 3.439 -0.683 -0.142
*
```

---

4.
Formula: C3H8N2S2
Source: OMol25
Level of theory: the ωB97M-V functional and the def2-TZVPD basis

SMILES = N=C(S)S.C=NC
Gap between HOMO and LUMO = 9.543 eV

```
! wB97M-V def2-TZVPD RIJCOSX def2/J DEFGRID3
* xyz 0 1
N 2.618 -1.532 -0.595
C 2.895 -0.284 -0.500
S 2.014 1.184 -1.059
S 4.454 0.046 0.324
H 1.720 -1.830 -1.042
H 0.934 0.422 -0.551
H 4.340 1.393 0.052
C -1.236 0.496 1.214
N -0.784 0.321 0.013
C -0.928 -1.012 -0.592
H -1.365 1.536 1.641
H -1.632 -0.072 1.982
H -1.982 -1.088 -0.870
H -0.401 -0.950 -1.584
H -0.663 -1.823 0.013
*
```

---

Max |F| (computed, eV/A): 2.4, 2.3, 5.1, 4.1
Energy relative to the best compared isomer or geometry (same formula, charge and spin) (computed, kJ/mol): 57.7, 10.8, 163.3, 283.0